Record 1
DFT (wB97M-V/def2-TZVPD) results for a structure of composition C28H36ClN8Pd.

- orbital gap (spin up / spin down) (eV) = 5.33 / 5.33
- charge = +1
- strongest force on any atom (eV Å⁻¹) = 1.37
- multiplicity = 1
- total energy (hartree) = -2114.388244
- E_LUMO (spin up / spin down) (eV) = -2.55 / -2.55
- E_HOMO (spin up / spin down) (Ha) = -0.289 / -0.289

Geometry (Å):
Pd 0.836 -1.156 0.241
C -0.103 1.182 4.435
C -1.285 1.840 4.147
C -1.609 2.059 2.823
C -0.733 1.646 1.827
N 0.406 1.029 2.094
C 0.697 0.796 3.379
C -1.341 0.642 -0.599
C -2.194 1.140 -1.725
C -1.667 1.404 -2.958
C -0.315 1.111 -3.266
C 0.460 0.403 -2.325
C 0.010 0.156 -1.054
H 0.196 0.976 5.454
H -1.953 2.162 4.940
H -2.543 2.539 2.545
H 1.627 0.270 3.568
H -3.258 1.258 -1.541
H -2.314 1.792 -3.741
H 0.093 1.356 -4.241
H 1.447 0.061 -2.621
C 1.510 -3.973 0.875
N 0.236 -4.554 0.557
C 0.244 -5.885 -0.037
C -1.218 -6.053 -0.360
N -1.622 -4.672 -0.659
C -3.043 -4.479 -0.933
C -0.784 -3.805 0.001
N -0.850 -2.517 0.106
C -2.031 -1.785 -0.385
C -2.108 -0.403 0.222
N -1.112 1.879 0.449
C -0.742 3.077 -0.094
N -1.622 4.008 -0.458
C -3.063 3.983 -0.252
C -0.967 5.151 -1.095
C 0.524 4.782 -0.987
N 0.493 3.478 -0.329
C 1.714 2.714 -0.143
H 2.075 -4.650 1.514
H 1.338 -3.050 1.433
H 2.086 -3.756 -0.019
H 0.618 -6.628 0.661
H 0.860 -5.906 -0.943
H -1.766 -6.436 0.505
H -1.405 -6.699 -1.210
H -3.392 -5.376 -1.436
H -3.216 -3.648 -1.593
H -3.633 -4.355 -0.019
H -2.947 -2.291 -0.111
H -2.002 -1.701 -1.476
H -1.734 -0.461 1.243
H -3.160 -0.096 0.285
H -3.333 3.076 0.273
H -3.581 4.004 -1.209
H -3.370 4.851 0.337
H -1.215 6.064 -0.562
H -1.301 5.253 -2.126
H 1.103 5.493 -0.400
H 0.993 4.680 -1.963
H 2.375 3.214 0.572
H 2.231 2.618 -1.102
H 1.459 1.738 0.204
Cl 5.329 2.130 1.795
C 4.746 0.892 0.745
C 5.525 0.405 -0.281
C 4.991 -0.577 -1.095
C 3.704 -1.029 -0.856
N 2.952 -0.551 0.145
C 3.470 0.394 0.936
H 6.528 0.788 -0.437
H 5.567 -0.991 -1.915
H 3.249 -1.785 -1.480
H 2.838 0.775 1.724

Record 2
DFT (wB97M-V/def2-TZVPD) results for a structure of composition C28H36F6N9O4S4V.

- orbital gap (spin up / spin down) (eV) = 6.32 / 6.33
- charge = +1
- expectation value of S² = 3.776
- strongest force on any atom (eV Å⁻¹) = 4.03
- multiplicity = 4
- total energy (hartree) = -5018.055519
- E_LUMO (spin up / spin down) (eV) = -4.26 / -4.37
- E_HOMO (spin up / spin down) (Ha) = -0.389 / -0.393

Geometry (Å):
V -0.354 -0.323 -0.586
C -0.493 5.621 -0.799
C -1.321 4.483 -0.401
N -2.581 4.625 -0.016
N -2.988 3.402 0.377
C -2.026 2.465 0.204
S -2.244 0.866 0.618
N -0.974 3.146 -0.299
N 0.198 2.502 -0.750
H -1.074 6.511 -0.561
H -0.294 5.569 -1.891
H 0.443 5.616 -0.202
H -3.943 3.277 0.742
H 0.961 2.730 -0.106
H 0.386 2.835 -1.685
C -0.030 1.775 -4.258
C -1.430 1.874 -3.656
C -2.174 3.053 -3.742
C -3.515 3.083 -3.379
C -4.153 1.897 -3.018
C -3.414 0.714 -2.836
C -4.154 -0.551 -2.381
C -2.018 0.751 -2.990
N -1.187 -0.307 -2.496
C -1.083 -1.549 -3.035
C -1.724 -1.955 -4.333
C -0.266 -2.543 -2.338
C -0.118 -3.886 -3.032
N 0.189 -2.312 -1.074
C 1.105 -3.184 -0.414
C 0.611 -3.976 0.650
C -0.824 -3.980 1.056
C 1.514 -4.682 1.430
C 2.851 -4.756 1.078
C 3.323 -4.027 -0.006
C 2.468 -3.258 -0.798
C 3.051 -2.405 -1.895
H 0.099 2.548 -5.022
H 0.151 0.771 -4.740
H 0.785 1.901 -3.524
H -1.691 3.961 -4.116
H -4.069 4.011 -3.485
H -5.220 1.893 -2.848
H -4.676 -0.289 -1.434
H -3.493 -1.400 -2.156
H -4.888 -0.854 -3.171
H -2.261 -1.104 -4.800
H -2.405 -2.833 -4.218
H -0.897 -2.254 -5.016
H 0.170 -3.771 -4.091
H -1.070 -4.436 -2.971
H 0.676 -4.454 -2.518
H -1.012 -3.276 1.888
H -1.131 -5.004 1.383
H -1.516 -3.686 0.240
H 1.134 -5.209 2.307
H 3.523 -5.398 1.653
H 4.394 -3.979 -0.223
H 4.179 -2.560 -1.890
H 2.847 -1.333 -1.730
H 2.763 -2.674 -2.924
F 0.124 4.584 3.123
C 1.402 4.296 2.900
F 2.108 4.610 3.998
F 1.850 5.059 1.877
S 1.679 2.299 2.463
O 1.587 -0.075 0.139
O 0.233 1.930 2.323
N 2.236 1.538 3.692
S 3.655 1.125 4.177
O 4.737 1.976 3.732
O 3.832 -0.309 4.106
C 3.450 1.505 6.018
F 2.464 0.751 6.541
F 3.169 2.782 6.244
F 4.569 1.226 6.658
S 2.323 -0.638 1.416
C 1.090 -1.082 2.553
N 1.407 -1.919 3.527
C 0.303 -2.088 4.457
C -0.818 -1.308 3.750
N -0.227 -0.734 2.535
H 2.355 -2.192 3.768
H 0.535 -1.645 5.445
H 0.061 -3.161 4.592
H -1.258 -0.500 4.354
H -1.625 -2.003 3.445
H -0.353 0.300 2.394